Here is a cluster of 13 separate species, C46H74O35 in total in a non-equilibrium geometry from the OMol25 dataset. Energies are from ωB97M-V with the def2-TZVPD basis set.

E_LUMO (eV): 0.0
Orbital gap (eV): 10.42
ΔE to the lowest compared entry with this formula, charge and spin (kcal per mole): 106.1

Geometry (Å):
C1 19.2258 9.8199 10.3266
O1 20.1244 8.7269 10.2217
H1 19.7014 10.6289 10.8812
H2 18.9500 10.1704 9.3320
H3 18.3560 9.5846 10.9399
H4 20.0139 8.3011 9.3684
C2 22.7280 11.3290 16.1718
O2 21.9616 10.4080 16.8876
H5 23.5074 10.8152 15.6091
H6 22.0964 11.9700 15.5567
H7 23.3199 11.9202 16.8705
H8 21.6361 9.7966 16.2229
C3 9.5514 15.6194 7.2091
C4 10.4681 14.5874 6.4548
C5 11.6434 15.2848 5.8864
O3 12.6804 14.4326 6.2382
C6 12.2623 13.5716 7.2592
O4 13.0270 12.7258 7.8306
O5 10.9591 13.7272 7.4364
H9 8.9659 16.0908 6.4198
H10 10.1619 16.3607 7.7248
H11 8.7613 15.2953 7.8864
H12 9.8620 14.0566 5.7207
H13 11.8332 16.2150 6.4219
H14 11.6142 15.4516 4.8096
C7 25.0970 19.4227 16.3323
C8 25.5136 18.5363 17.5462
C9 24.9767 17.0799 17.5154
O6 26.1316 16.3624 17.8771
C10 27.2658 17.0651 17.8041
O7 28.3744 16.6403 17.8742
O8 26.8886 18.3529 17.4936
H15 24.0540 19.7351 16.3833
H16 25.1841 19.0022 15.3305
H17 25.6482 20.3617 16.2807
H18 25.3819 18.9388 18.5506
H19 24.5788 16.7562 16.5536
H20 24.2245 16.9481 18.2931
C11 18.1642 17.0614 8.9947
C12 19.3660 16.7578 9.9069
C13 20.3113 17.9440 10.0247
O9 20.6838 17.9088 11.3933
C14 19.8523 17.0551 12.0604
O10 19.8433 16.7612 13.2516
O11 18.9023 16.6151 11.2173
H21 17.4691 16.2218 9.0025
H22 18.4654 17.2561 7.9654
H23 17.6364 17.9204 9.4090
H24 19.8970 15.8745 9.5522
H25 19.8314 18.9111 9.8747
H26 21.1408 17.7473 9.3455
C15 12.6840 22.0896 8.1093
C16 11.2231 22.6208 8.2996
C17 10.5292 22.3182 9.6251
O12 9.8908 23.5482 9.9447
C18 10.4423 24.5412 9.2485
O13 10.1116 25.7467 9.2696
O14 11.3388 24.0206 8.3873
H27 13.2486 22.6024 7.3307
H28 12.6126 21.0284 7.8707
H29 13.2790 22.1693 9.0191
H30 10.5569 22.3683 7.4747
H31 11.1982 22.0854 10.4535
H32 9.7176 21.6011 9.5021
C19 26.0717 23.5288 7.6008
C20 25.2004 23.7679 8.8584
C21 25.1330 22.6438 9.8898
O15 25.5246 23.4039 11.0675
C22 25.8744 24.6716 10.7812
O16 26.2930 25.4547 11.6051
O17 25.6834 24.8905 9.5146
H33 26.7011 22.6478 7.7265
H34 26.8851 24.2092 7.3488
H35 25.4404 23.3852 6.7239
H36 24.1537 23.9469 8.6127
H37 25.7268 21.7672 9.6312
H38 24.1032 22.2872 9.8666
C23 25.2221 9.2645 4.9198
C24 24.2848 9.7024 6.0045
C25 24.8345 10.4772 7.2118
O18 24.0270 11.6612 7.2299
C26 23.2578 11.6924 6.0925
O19 22.4080 12.5873 5.8181
O20 23.5065 10.6688 5.3273
H39 26.1542 8.8621 5.3164
H40 25.5244 10.0815 4.2646
H41 24.7467 8.5498 4.2480
H42 23.6414 8.8641 6.2715
H43 25.8881 10.7325 7.0988
H44 24.7287 9.8704 8.1110
C27 28.4381 14.3536 2.9306
C28 28.3424 15.6124 3.7050
C29 28.0088 16.7927 2.9111
O21 26.9740 17.4132 3.6278
C30 26.5484 16.6489 4.5954
O22 25.6025 16.9035 5.3354
O23 27.2326 15.4602 4.6120
H45 29.3126 14.3060 2.2816
H46 27.6258 14.1431 2.2349
H47 28.6290 13.4983 3.5787
H48 29.2818 15.8630 4.1977
H49 27.7141 16.6078 1.8781
H50 28.9784 17.2902 2.8916
C31 16.2419 26.6354 4.8149
C32 17.3933 26.8357 5.8426
C33 17.0260 27.5414 7.1322
O24 17.5662 26.8490 8.2251
C34 18.0037 25.6676 7.7713
O25 18.2949 24.7303 8.4433
O26 17.7077 25.5964 6.4451
H51 15.2824 26.3988 5.2750
H52 16.5485 25.9804 3.9993
H53 16.0541 27.6276 4.4047
H54 18.3199 27.2212 5.4172
H55 15.9508 27.5537 7.3107
H56 17.4282 28.5519 7.0612
C35 26.6187 15.4445 11.2070
C36 28.1120 15.7252 11.3924
C37 29.0684 15.1999 10.3367
O27 29.5565 16.3744 9.7574
C38 29.1126 17.5367 10.3933
O28 29.2992 18.7099 10.0747
O29 28.3065 17.1655 11.3438
H57 26.2366 15.9521 10.3213
H58 26.0042 15.7967 12.0356
H59 26.5428 14.3657 11.0713
H60 28.5412 15.3757 12.3314
H61 28.5844 14.5475 9.6100
H62 29.9415 14.7655 10.8236
C39 15.2002 13.3705 13.9842
C40 13.7758 13.8980 13.7353
C41 13.2737 14.8902 14.7678
O30 12.8192 15.9248 14.0486
C42 13.1729 15.8185 12.7669
O31 12.9701 16.6869 11.9270
O32 13.8100 14.6698 12.5955
H63 15.1086 12.4342 14.5346
H64 15.7725 14.0180 14.6485
H65 15.6555 13.2328 13.0035
H66 13.1073 13.0575 13.5484
H67 14.1177 15.1015 15.4245
H68 12.5623 14.3877 15.4232
C43 19.6118 18.9366 0.6972
C44 19.6664 19.6968 2.0011
C45 20.9617 19.3995 2.7672
O33 21.3546 20.6676 3.2022
C46 20.8224 21.5882 2.4109
O34 21.2676 22.7480 2.2940
O35 19.7997 21.0631 1.7007
H69 20.2665 19.3565 -0.0665
H70 18.5957 19.0097 0.3098
H71 19.7338 17.8724 0.8992
H72 18.8083 19.4895 2.6404
H73 21.7395 18.9218 2.1715
H74 20.7724 18.7234 3.6010

Here is a cluster of 8 separate species, C46H76ClF5NO21PS2 in total in a non-equilibrium geometry from the OMol25 dataset. Energies are from ωB97M-V with the def2-TZVPD basis set.

E_LUMO (eV): 0.0
Orbital gap (eV): 9.01
SMILES: CCOP(=O)(CCC[C@@]1(Cl)OS(=O)(=O)O[C@]1(N=C=S)C(F)(F)c1cccc(C(F)(F)F)c1)OCC.CCOC(C)=O.CCOC(C)=O.CCOC(C)=O.CCOC(C)=O.CCOC(C)=O.CCOC(C)=O.CCOC(C)=O

Geometry (Å):
C1 4.0851 0.6068 2.0771
C2 3.2438 -0.6925 1.8334
O1 2.2818 -0.5639 0.7683
P1 2.9538 -0.4931 -0.7258
O2 4.4015 -0.8567 -0.6658
C3 2.8210 1.1710 -1.4819
C4 1.7057 2.0856 -0.8074
C5 0.7864 2.6113 -1.9424
C6 -0.6646 3.0951 -1.5216
Cl1 -0.9249 4.5981 -2.4770
O3 -1.5474 2.0911 -2.1010
S1 -1.3908 0.7844 -1.1226
O4 -2.6030 0.0035 -1.0537
O5 -0.2989 -0.1014 -1.4362
O6 -1.2034 1.6815 0.2428
C7 -1.0635 3.0861 -0.0330
N1 -0.1225 3.6540 0.9398
C8 0.4967 4.6342 0.5493
S2 1.5630 5.7027 0.0534
C9 -2.5027 3.6607 0.4093
F1 -2.9476 4.6637 -0.3846
F2 -2.3537 4.2114 1.6501
C10 -3.6342 2.6301 0.5476
C11 -3.8298 2.0435 1.8225
C12 -4.8884 1.1228 1.9984
C13 -5.6730 0.8122 0.8729
C14 -5.4698 1.3898 -0.3918
C15 -6.3574 0.9839 -1.5530
F3 -6.2023 1.8112 -2.5879
F4 -5.9408 -0.2303 -1.9983
F5 -7.6357 0.8241 -1.2310
C16 -4.4368 2.3441 -0.5697
O7 2.2019 -1.6354 -1.6379
C17 1.8875 -2.8168 -0.8924
C18 0.3848 -2.8564 -0.5204
H1 3.9054 1.2857 1.2255
H2 5.1340 0.3049 1.9987
H3 3.8472 1.0793 3.0298
H4 3.8739 -1.5818 1.7318
H5 2.6456 -0.8411 2.7488
H6 3.8049 1.6424 -1.3971
H7 2.5909 1.0109 -2.5499
H8 1.2115 1.4462 -0.0692
H9 2.2488 2.9120 -0.3305
H10 1.2949 3.4836 -2.3758
H11 0.6705 1.9111 -2.7748
H12 -3.1933 2.2830 2.6738
H13 -5.0602 0.6909 2.9841
H14 -6.4973 0.1052 0.9836
H15 -4.2371 2.8298 -1.5231
H16 2.5391 -2.9914 -0.0228
H17 2.0655 -3.6817 -1.5570
H18 0.0767 -3.8255 -0.1101
H19 -0.1869 -2.5916 -1.4225
H20 0.2320 -2.0278 0.1901
C19 -4.0093 -5.5340 -2.5641
C20 -2.5116 -5.6881 -2.7107
O8 -1.8595 -5.5450 -1.4462
C21 -1.6767 -6.5594 -0.5849
C22 -2.4333 -7.8483 -0.7931
O9 -0.9732 -6.3980 0.3748
H21 -4.4352 -6.3091 -1.9255
H22 -4.4939 -5.5862 -3.5407
H23 -4.2505 -4.5765 -2.1021
H24 -2.2215 -6.6226 -3.1943
H25 -2.1320 -4.8843 -3.3407
H26 -3.3660 -7.8079 -0.2312
H27 -1.8240 -8.6660 -0.4134
H28 -2.6436 -8.0738 -1.8363
C23 5.2333 2.2031 -6.5307
C24 4.1489 1.1642 -6.3369
O10 3.1533 1.6038 -5.3980
C25 2.0965 2.3524 -5.7291
C26 2.0617 3.0331 -7.0735
O11 1.2250 2.5284 -4.9159
H29 4.8285 3.1267 -6.9533
H30 5.9976 1.8288 -7.1940
H31 5.6864 2.4603 -5.5782
H32 3.6854 0.8611 -7.2778
H33 4.5839 0.2650 -5.9029
H34 2.4818 4.0333 -6.9767
H35 1.0230 3.1121 -7.3889
H36 2.5860 2.4898 -7.8560
C27 -6.0126 -3.2593 1.6737
C28 -6.2103 -2.9615 3.1433
O12 -6.6580 -1.6135 3.3453
C29 -7.9464 -1.2398 3.2947
C30 -8.9661 -2.1886 2.7151
O13 -8.2520 -0.1308 3.6426
H37 -6.9468 -3.1817 1.1171
H38 -5.6137 -4.2634 1.5316
H39 -5.3197 -2.5396 1.2348
H40 -6.8806 -3.6731 3.6283
H41 -5.2547 -3.0353 3.6613
H42 -9.0767 -1.9854 1.6506
H43 -9.9177 -2.0109 3.2123
H44 -8.7268 -3.2392 2.8639
C31 7.5094 3.3028 7.2693
C32 6.9192 3.5904 5.9040
O14 6.8756 2.4154 5.0961
C33 5.8590 1.5251 5.1324
C34 4.8608 1.5827 6.2623
O15 5.8123 0.6597 4.3013
H45 6.8980 2.5932 7.8278
H46 7.5921 4.2213 7.8527
H47 8.5005 2.8597 7.1667
H48 5.9350 4.0581 5.9657
H49 7.5625 4.2911 5.3717
H50 5.1941 0.9235 7.0634
H51 3.9153 1.2357 5.8916
H52 4.6959 2.5837 6.6535
C35 9.6678 5.9872 -7.6020
C36 9.4632 5.3370 -6.2494
O16 8.4819 4.2972 -6.3114
C37 8.7604 3.0292 -6.6587
C38 10.0884 2.7138 -7.3010
O17 7.9166 2.1850 -6.5176
H53 10.0506 5.2763 -8.3352
H54 10.3722 6.8160 -7.5256
H55 8.7200 6.3642 -7.9874
H56 10.3947 4.9677 -5.8182
H57 9.0686 6.0726 -5.5497
H58 9.9829 2.7708 -8.3840
H59 10.3680 1.6996 -7.0239
H60 10.9007 3.3608 -6.9778
C39 -10.1652 -4.8733 -3.4554
C40 -8.6655 -5.0382 -3.5874
O18 -8.0087 -4.8856 -2.3251
C41 -7.8417 -5.8852 -1.4448
C42 -8.6247 -7.1625 -1.6233
O19 -7.1291 -5.7237 -0.4902
H61 -10.5986 -5.6413 -2.8134
H62 -10.6442 -4.9315 -4.4333
H63 -10.4009 -3.9093 -3.0040
H64 -8.3889 -5.9828 -4.0586
H65 -8.2687 -4.2474 -4.2228
H66 -9.5529 -7.0940 -1.0573
H67 -8.0288 -7.9846 -1.2321
H68 -8.8447 -7.4045 -2.6607
C43 1.3020 0.7532 11.1612
C44 2.3677 1.6441 10.5579
O20 2.6322 1.2948 9.1952
C45 1.9263 1.7680 8.1541
C46 0.6126 2.4643 8.4065
O21 2.3212 1.5620 7.0379
H69 0.3469 0.8653 10.6470
H70 1.1558 0.9915 12.2153
H71 1.5910 -0.2944 11.0732
H72 2.1263 2.7043 10.6482
H73 3.3077 1.4944 11.0878
H74 -0.1926 1.7324 8.3561
H75 0.4658 3.2083 7.6262
H76 0.5674 2.9942 9.3555

Here is a structure of composition C46H77F11N6O9S in a non-equilibrium geometry from the OMol25 dataset. Energies are from ωB97M-V with the def2-TZVPD basis set.

E_LUMO (eV): -1.3
Orbital gap (eV): 7.24

Geometry (Å):
C1 1.3421 4.9140 -0.0008
C2 0.3348 3.8015 0.4426
C3 -0.4715 3.9669 1.6720
C4 -1.4582 2.9683 2.1035
C5 -1.6426 1.7451 1.3018
C6 -0.8284 1.5468 0.0690
C7 -1.1197 0.2122 -0.7460
C8 -2.2440 0.6115 -1.7904
C9 -3.6210 0.4521 -1.4000
C10 -4.7493 0.8636 -2.3459
C11 -6.2375 0.6898 -1.9291
F1 -7.0401 0.1583 -2.9049
F2 -6.2640 -0.2335 -0.8743
F3 -6.6819 1.8914 -1.4245
C12 -4.3819 1.4169 -3.6319
C13 -5.4147 1.9379 -4.7135
C14 -5.1981 3.5291 -4.7857
O1 -4.5557 3.9350 -6.0182
C15 -3.6744 5.0192 -5.7062
C16 -3.1159 5.7068 -7.0319
F4 -2.6253 6.9660 -6.6617
F5 -4.1805 5.7771 -7.9112
C17 -1.8808 4.9046 -7.6462
F6 -0.8278 4.9056 -6.7503
F7 -2.3489 3.6081 -7.8949
C18 -1.3808 5.4893 -9.0429
F8 -1.9776 6.6802 -9.3942
F9 -0.0017 5.7243 -8.9175
C19 -1.4940 4.4240 -10.2249
F10 -0.7916 4.9368 -11.3284
F11 -2.8055 4.2609 -10.6404
C20 -2.9194 1.5326 -4.0291
N1 -2.4371 2.0107 -5.2453
S1 -0.7705 1.9407 -5.1183
N2 -0.4763 1.2838 -3.5937
C21 -1.7723 1.1313 -3.1182
C22 0.1577 2.5557 -0.3670
H1 2.3746 4.7834 0.4098
H2 1.3121 4.9667 -1.1293
H3 0.9090 5.8999 0.3503
H4 -0.3430 4.9102 2.2726
H5 -2.0727 3.1232 3.0289
H6 -2.4139 0.9878 1.6121
H7 -1.4932 -0.5324 0.0051
H8 -0.1945 -0.1323 -1.2745
H9 -3.8152 0.0238 -0.3882
H10 -6.4779 1.7853 -4.4009
H11 -5.2501 1.4655 -5.7209
H12 -4.4822 3.8280 -3.9555
H13 -6.1511 4.0956 -4.5757
H14 -4.1775 5.8443 -5.1309
H15 -2.7758 4.6869 -5.1161
H16 -1.0060 3.4485 -9.9730
H17 0.7557 2.3798 -1.3014
C23 7.1032 1.2570 -3.9575
O2 7.0504 0.6689 -2.6689
C24 7.6665 1.4692 -1.6589
C25 6.6237 2.0005 -0.6842
N3 5.7806 3.0143 -1.3168
C26 4.6072 3.3785 -0.5221
C27 3.5579 2.2907 -0.2655
O3 2.8600 1.8730 -1.4325
C28 3.5203 0.8632 -2.1822
H18 6.7426 0.5215 -4.6777
H19 6.4551 2.1370 -4.0139
H20 8.1276 1.5319 -4.2244
H21 8.2698 2.2771 -2.0826
H22 8.3445 0.8074 -1.1092
H23 7.1276 2.4419 0.1780
H24 6.0283 1.1483 -0.3366
H25 5.4630 2.6669 -2.2136
H26 4.1145 4.1981 -1.0552
H27 4.9426 3.7857 0.4379
H28 2.7977 2.7243 0.3893
H29 3.9645 1.4309 0.2773
H30 4.1067 0.1923 -1.5513
H31 4.1503 1.3131 -2.9523
H32 2.7562 0.2740 -2.6943
C29 -6.7076 -6.9988 2.3099
O4 -7.3598 -5.8397 2.8009
C30 -6.5281 -4.6806 2.7915
C31 -7.0300 -3.6698 1.7687
N4 -6.8010 -4.1450 0.4056
C32 -7.4801 -3.3477 -0.6174
C33 -9.0129 -3.3335 -0.6027
O5 -9.6073 -4.5833 -0.9275
C34 -9.7475 -5.4755 0.1673
H33 -7.3623 -7.8530 2.4863
H34 -6.5288 -6.9219 1.2330
H35 -5.7620 -7.1714 2.8327
H36 -5.4748 -4.9272 2.6296
H37 -6.6099 -4.2318 3.7876
H38 -6.5038 -2.7207 1.9113
H39 -8.0967 -3.5052 1.9592
H40 -7.1251 -5.1016 0.3318
H41 -7.1591 -3.7470 -1.5847
H42 -7.1110 -2.3192 -0.5662
H43 -9.3347 -2.6438 -1.3891
H44 -9.4231 -2.9349 0.3318
H45 -9.9144 -4.9531 1.1119
H46 -8.8745 -6.1278 0.2397
H47 -10.6115 -6.1133 -0.0298
C35 9.7687 0.1402 5.7263
O6 9.1375 1.3081 6.2247
C36 9.9872 2.4545 6.2153
C37 9.4954 3.4772 5.1988
N5 9.7090 3.0041 3.8321
C38 9.0362 3.8148 2.8167
C39 7.5035 3.8523 2.8397
O7 6.8892 2.6121 2.5136
C40 6.7428 1.7179 3.6077
H48 9.1012 -0.7040 5.9033
H49 9.9432 0.2180 4.6488
H50 10.7135 -0.0492 6.2434
H51 11.0350 2.1913 6.0467
H52 9.9180 2.9011 7.2130
H53 10.0372 4.4172 5.3416
H54 8.4326 3.6578 5.3968
H55 9.3699 2.0528 3.7561
H56 9.3452 3.4143 1.8458
H57 9.4206 4.8387 2.8695
H58 7.1877 4.5500 2.0571
H59 7.1041 4.2533 3.7775
H60 6.5890 2.2395 4.5545
H61 7.6066 1.0531 3.6724
H62 5.8688 1.0929 3.4135
C41 1.1469 -7.4607 5.8151
O8 0.1916 -8.0967 4.9823
C42 -1.0915 -8.2242 5.5934
C43 -2.1110 -7.3386 4.8880
N6 -1.8533 -5.9246 5.1552
C44 -2.6313 -5.0156 4.3131
C45 -2.3615 -5.0486 2.8014
O9 -1.0722 -4.5761 2.4371
C46 -0.0429 -5.5520 2.4999
H63 2.1199 -7.5356 5.3283
H64 0.9102 -6.4002 5.9446
H65 1.2077 -7.9501 6.7913
H66 -1.0595 -8.0238 6.6679
H67 -1.3952 -9.2685 5.4637
H68 -3.1153 -7.5929 5.2411
H69 -2.0561 -7.5582 3.8155
H70 -0.8700 -5.7349 5.0048
H71 -2.4170 -4.0030 4.6692
H72 -3.6976 -5.1905 4.4931
H73 -3.0696 -4.3578 2.3324
H74 -2.5620 -6.0297 2.3565
H75 -0.4062 -6.5561 2.2711
H76 0.4387 -5.5333 3.4799
H77 0.7162 -5.2849 1.7621